Molecular formula: C25H54BN2O26S6
Method: DFT, ωB97M-V/def2-TZVPD

```
114
Properties=species:S:1:pos:R:3:forces:R:3
C 6.1393 1.2784 2.1032 0.110 -0.023 0.081
C 5.4301 -0.0600 1.9112 -0.092 0.370 -0.164
C 4.0290 -0.0020 1.2462 0.328 -0.157 0.254
C 3.5528 1.3794 0.8116 -0.117 -0.372 -0.451
C 2.1732 1.3250 0.1198 0.287 -0.077 0.375
C 1.0826 2.2100 0.7641 0.445 -0.838 -0.438
C 0.0391 1.3462 1.4768 -0.019 1.178 -0.110
C -1.3040 2.0769 1.6799 0.954 -1.342 0.323
N -1.3678 2.5868 3.1342 -0.516 0.889 -0.468
C -2.2255 1.5839 3.8643 0.217 -0.442 0.530
N -2.4829 1.9378 5.2270 -0.316 0.236 -0.367
C -3.3312 1.4554 2.8363 0.691 0.084 -0.556
C -2.4731 1.0764 1.5872 -0.602 0.745 0.609
B -3.4326 1.1729 0.3296 -0.041 -0.468 -0.440
O -3.2346 2.1556 -0.6105 0.256 0.513 1.052
O -4.5056 0.3397 0.2428 0.364 0.020 -0.197
C -4.2926 -1.0846 0.2822 -0.370 -0.340 0.211
C -5.2862 -1.7611 1.2207 0.145 0.178 0.015
H 7.1034 1.0992 2.5772 0.076 0.037 0.028
H 6.3285 1.7890 1.1602 -0.018 0.021 -0.087
H 5.5842 1.9592 2.7465 -0.077 0.030 0.041
H 5.3540 -0.5254 2.8906 -0.010 -0.217 0.007
H 6.0775 -0.6842 1.2986 0.048 -0.169 0.078
H 3.3019 -0.4481 1.9308 -0.131 0.043 0.016
H 4.0514 -0.6524 0.3711 -0.143 -0.009 -0.095
H 3.5348 2.0520 1.6676 0.041 0.154 -0.001
H 4.2633 1.7527 0.0759 0.135 0.315 0.183
H 1.8567 0.2795 0.1301 -0.191 -0.034 -0.065
H 2.2908 1.5849 -0.9268 -0.011 0.109 -0.104
H 0.6134 2.7812 -0.0352 -0.167 0.233 0.153
H 1.5844 2.8795 1.4557 -0.230 0.402 0.052
H -0.1365 0.4526 0.8861 -0.067 -0.155 0.066
H 0.4350 1.0738 2.4589 -0.024 -0.474 -0.013
H -1.3472 2.9362 1.0213 -0.384 0.089 -0.034
H -0.4666 2.8361 3.5412 0.128 -0.402 0.088
H -1.9092 3.4532 3.1269 0.159 0.120 0.099
H -1.6144 0.6817 3.8744 -0.077 -0.139 -0.027
H -3.3473 2.4616 5.3160 0.059 0.178 0.029
H -2.6269 1.0882 5.7549 0.196 -0.007 0.207
H -3.7284 2.4614 2.6655 -0.569 -0.091 0.207
H -4.1103 0.7451 3.0814 -0.075 -0.037 0.061
H -2.1175 0.0802 1.8400 0.184 -0.175 -0.435
H -4.0135 2.6955 -0.7442 -0.371 -0.050 -0.716
H -4.4213 -1.4615 -0.7280 -0.029 0.097 -0.118
H -3.2694 -1.3226 0.5744 0.118 0.131 0.021
H -5.7981 -2.5677 0.7087 -0.147 0.006 0.058
H -6.0176 -1.0252 1.5467 -0.146 -0.026 -0.020
H -4.8031 -2.1788 2.1012 0.029 -0.021 0.079
C -7.6111 -5.8625 -0.8943 -0.101 -0.017 -0.264
C -6.6391 -6.9856 -1.1983 -0.094 -0.190 0.264
O -5.4017 -6.2965 -1.4596 -0.055 0.179 -0.146
S -5.3004 -4.9970 -0.5522 -0.188 -0.431 -0.157
O -4.5232 -5.2812 0.6000 0.130 0.209 0.156
O -4.9750 -3.8972 -1.3896 0.169 0.128 -0.016
O -6.8319 -4.9204 -0.1265 0.069 -0.149 0.054
H -7.9563 -5.3673 -1.8024 0.014 -0.001 0.001
H -8.4621 -6.1872 -0.3038 0.058 0.086 0.145
H -6.9162 -7.5680 -2.0709 0.146 0.061 -0.097
H -6.4955 -7.6476 -0.3439 -0.002 -0.001 -0.008
C 1.8663 1.3166 -5.8302 -0.100 -0.248 -0.212
C 1.0308 1.2666 -4.5715 -0.072 0.279 0.027
O 1.8798 0.5961 -3.6221 0.025 -0.116 -0.140
S 3.4100 0.9746 -3.9021 -0.307 0.052 -0.184
O 3.7916 2.0260 -3.0274 0.180 0.056 0.083
O 4.1577 -0.2238 -3.9818 0.113 -0.105 0.156
O 3.2002 1.5834 -5.3588 -0.074 0.131 0.189
H 1.8650 0.3592 -6.3518 -0.015 0.006 -0.005
H 1.5539 2.1006 -6.5099 0.153 0.082 0.014
H 0.1111 0.7043 -4.6988 0.060 -0.133 0.081
H 0.8045 2.2670 -4.1967 0.003 0.000 -0.013
C -1.5777 4.9783 -8.8069 -0.165 0.223 0.075
C -0.5996 5.1163 -7.6585 0.227 -0.023 -0.149
O -1.0609 4.1497 -6.6972 -0.138 0.055 -0.037
S -1.6817 2.8863 -7.4556 0.039 0.255 -0.144
O -0.7003 1.8626 -7.5411 0.046 -0.162 0.042
O -2.9590 2.6205 -6.9101 -0.084 -0.089 0.155
O -1.8201 3.5637 -8.8882 0.169 -0.054 0.038
H -2.5218 5.4833 -8.5994 0.009 0.001 0.012
H -1.1725 5.3271 -9.7518 0.007 -0.160 -0.065
H -0.6084 6.1037 -7.2076 -0.077 -0.056 0.143
H 0.4163 4.8558 -7.9600 -0.007 0.012 -0.015
C 2.4062 -0.8352 5.8627 -0.184 -0.161 -0.097
C 2.7174 -1.4519 7.2117 0.014 0.248 0.178
O 3.8319 -2.3071 6.9449 -0.059 -0.118 -0.201
S 4.7600 -1.6686 5.8090 -0.235 0.074 0.130
O 5.8287 -0.9633 6.4091 0.166 0.100 -0.055
O 4.9772 -2.6436 4.8082 0.081 -0.131 -0.062
O 3.6885 -0.5911 5.2802 0.040 0.057 0.140
H 1.8548 -1.5282 5.2221 -0.005 -0.005 0.032
H 1.8662 0.1050 5.9475 0.127 0.078 -0.038
H 1.8980 -2.0438 7.6091 0.084 -0.142 -0.021
H 3.0162 -0.6967 7.9411 -0.021 0.014 -0.013
C 5.6778 6.6575 2.0558 0.184 -0.046 0.220
C 5.9679 5.3258 1.3940 0.059 0.108 -0.282
O 4.8752 4.4917 1.8181 0.013 0.079 0.244
S 3.5526 5.3618 1.9624 0.458 0.037 -0.100
O 2.7717 5.2271 0.7855 -0.293 0.063 0.019
O 2.9888 5.1070 3.2412 -0.245 -0.177 0.019
O 4.2470 6.7926 1.9562 -0.014 -0.062 -0.164
H 5.9538 6.6542 3.1108 -0.001 -0.009 -0.005
H 6.1525 7.4940 1.5524 -0.156 0.061 -0.061
H 6.9043 4.8827 1.7185 -0.087 -0.132 0.096
H 5.9494 5.3989 0.3057 0.004 0.010 0.006
C -1.9409 -7.1285 -2.3984 -0.222 0.335 0.099
C -1.2700 -7.5431 -1.1061 0.248 -0.048 -0.109
O -2.0320 -8.6819 -0.6805 -0.148 0.073 -0.026
S -2.5513 -9.5017 -1.9507 0.087 0.268 0.026
O -1.6845 -10.5888 -2.2109 -0.001 -0.154 -0.080
O -3.9490 -9.6916 -1.8065 -0.153 -0.077 0.067
O -2.2747 -8.3649 -3.0413 0.187 -0.106 0.071
H -2.8644 -6.5778 -2.2119 0.027 0.016 0.020
H -1.2902 -6.5451 -3.0436 0.016 -0.152 -0.132
H -1.3149 -6.7753 -0.3393 -0.131 -0.084 0.088
H -0.2341 -7.8473 -1.2664 -0.010 -0.008 -0.007
```
Forces are in eV/Å.

Properties
Largest force on an atom   1.68 eV/A
HOMO energy   -0.451 Eh
Total charge   +1
Orbital gap   9.80 eV



Molecular formula: C40H50O25
Method: DFT, ωB97M-V/def2-TZVPD

```
115
Properties=species:S:1:pos:R:3:forces:R:3
C -3.8686 3.5565 -3.0643 -0.802 0.585 0.984
C -4.0455 3.1994 -4.5034 -0.294 2.454 -1.796
C -3.3003 2.0061 -5.0368 -0.385 -0.924 1.438
O -4.3417 0.9953 -4.8610 0.725 0.127 -0.720
C -5.5384 1.6087 -4.7924 -0.704 -1.229 0.734
O -6.5567 1.0158 -4.6442 -0.717 -0.713 -0.309
O -5.4599 2.9183 -4.7759 1.572 0.715 0.076
H -4.5686 4.3942 -2.7663 0.816 -0.841 -0.486
H -2.8397 3.8769 -2.8756 -0.125 -0.130 0.037
H -4.1286 2.7071 -2.4133 0.277 0.136 -0.163
H -3.8350 4.0546 -5.1790 0.026 -0.160 0.692
H -2.4971 1.7280 -4.3257 -0.135 0.072 -0.852
H -2.9822 2.0930 -6.0859 -0.189 -0.195 0.401
C -0.8261 4.6749 4.5531 -2.527 0.001 0.398
C -0.2108 5.4127 3.4424 1.558 1.293 -0.420
C 0.4348 6.7859 3.8578 -0.245 -1.543 0.801
O 1.6747 6.8008 3.1438 -0.896 0.512 0.124
C 1.9251 5.5625 2.6804 1.362 0.280 -0.277
O 2.9504 5.2877 2.1314 -0.452 -0.265 0.053
O 0.9309 4.7261 2.9563 0.354 -0.869 -0.445
H -1.6701 5.3457 4.7891 -0.348 -0.612 0.128
H -0.3224 4.6276 5.4889 1.246 0.119 0.459
H -1.2078 3.6501 4.3723 0.170 0.740 -0.445
H -0.8380 5.6088 2.5857 -0.672 -0.375 -0.139
H 0.6495 6.6462 4.9283 0.059 0.722 -0.169
H -0.1973 7.6528 3.6600 0.369 -0.067 -0.084
C 7.3050 -1.0018 0.9712 -0.646 1.279 1.604
C 6.2728 -0.6211 -0.0707 1.320 1.581 1.674
C 5.6831 -1.8126 -0.7400 -0.051 1.405 -0.997
O 4.5431 -2.0506 0.0511 -1.280 -0.451 0.433
C 4.1412 -0.8958 0.7074 2.085 -1.048 -1.596
O 3.1516 -0.7375 1.3073 -1.991 -0.337 0.959
O 5.0877 0.0060 0.5832 1.947 0.357 -0.725
H 6.9705 -1.8494 1.5809 0.336 0.027 -0.183
H 7.4903 -0.1350 1.6518 -0.444 -0.568 -0.312
H 8.2710 -1.1197 0.5305 0.526 -0.736 -0.538
H 6.7952 0.1633 -0.6595 -1.059 -0.544 -0.251
H 6.3612 -2.6570 -0.7881 -0.200 -0.209 0.170
H 5.4501 -1.4348 -1.7403 -0.628 -0.822 -0.221
C -4.1573 -1.2907 4.8071 0.594 -0.537 0.630
C -3.1296 -1.0269 3.7159 -0.387 -0.839 1.417
C -3.1674 -1.9813 2.5292 0.079 -0.617 -0.851
O -3.0174 -1.1007 1.3819 -0.361 1.911 1.183
C -3.3619 0.2300 1.8457 0.949 -5.185 1.687
O -3.5426 1.1406 1.1795 -0.406 3.310 -2.925
O -3.4644 0.2153 3.1738 0.084 1.200 -0.602
H -3.9847 -2.3068 5.1647 -0.438 -0.244 -0.144
H -5.1875 -1.1157 4.4854 0.214 -0.254 -0.125
H -3.9687 -0.6984 5.7106 0.020 0.275 -0.409
H -2.1415 -0.9671 4.1870 0.016 -0.062 -0.319
H -4.1482 -2.4833 2.3947 0.412 0.218 0.368
H -2.3533 -2.7510 2.5130 -0.695 0.870 0.110
C -4.6567 -0.7546 -1.9840 0.238 -0.578 -0.351
C -4.7897 -1.6594 -3.2436 1.778 0.133 1.272
C -3.4574 -1.9474 -3.9657 -0.013 -0.381 0.344
O -3.2453 -3.3013 -3.6896 0.607 -1.419 -0.178
C -4.3470 -3.9078 -3.2347 0.542 3.460 0.148
O -4.4044 -5.0506 -3.0802 -0.665 -3.883 0.581
O -5.2674 -2.9951 -2.8808 -0.043 0.694 -0.499
H -3.7488 -0.1249 -1.9696 -0.363 -0.289 -0.444
H -4.5810 -1.3564 -1.0559 -0.414 0.292 -0.526
H -5.5300 -0.1144 -2.0309 -0.126 0.179 0.704
H -5.4526 -1.2369 -3.9412 -1.118 0.439 -0.629
H -2.5442 -1.4771 -3.6528 -0.047 0.948 0.512
H -3.4858 -1.8961 -5.0287 -0.484 0.571 -0.971
C 4.3391 -1.6901 4.7920 0.463 -0.917 0.923
C 3.2083 -0.9005 5.4548 1.146 1.115 -1.701
C 2.4804 0.0529 4.4407 0.339 -0.002 1.842
O 1.0928 -0.3457 4.5743 1.066 1.562 -1.263
C 0.9342 -1.3235 5.4507 3.713 0.855 -1.004
O -0.0974 -1.7961 5.6586 -2.622 -1.807 1.445
O 2.1810 -1.6946 5.9400 -1.557 -0.824 1.001
H 4.1303 -2.3739 3.9793 -0.778 0.106 -0.332
H 4.8080 -2.3421 5.5583 -0.115 0.470 -0.261
H 5.1054 -1.0067 4.4330 0.044 0.233 0.077
H 3.7644 -0.3287 6.2166 -0.911 -0.143 0.334
H 2.9204 -0.1399 3.4816 -0.601 0.098 -0.792
H 2.6002 1.1180 4.7353 -0.312 -0.673 -0.333
C 0.2745 2.2014 0.6709 1.131 0.248 -0.675
C 0.7257 1.1631 -0.3305 0.692 -0.278 1.597
C 0.1249 -0.1845 0.0818 -1.628 -0.113 -0.654
O -0.7980 -0.4436 -1.0781 0.794 -0.214 1.576
C -0.6165 0.4927 -1.9736 -1.642 0.291 -3.802
O -1.1908 0.5066 -3.0743 0.985 -0.175 2.238
O 0.2628 1.4369 -1.6601 -0.005 -0.371 0.924
H 0.7056 1.9750 1.6607 -0.739 -0.211 -0.246
H -0.7973 2.2349 0.5599 -0.508 0.278 0.755
H 0.7280 3.1498 0.4169 -0.165 0.468 -0.171
H 1.7999 1.0725 -0.3677 0.258 0.152 -0.057
H -0.4802 -0.1618 1.0273 0.377 0.153 -1.061
H 0.8076 -1.0112 0.1523 0.434 -0.215 -0.219
O 2.8654 -0.3439 -1.6675 0.367 0.212 0.315
C 2.8522 -0.2443 -2.8725 0.664 0.638 -0.760
C 1.9213 -1.0384 -3.6703 0.029 -0.285 -1.653
C 2.1009 -1.1230 -4.9966 -0.918 -0.705 1.607
C 3.1097 -0.4372 -5.7189 1.162 1.305 0.319
O 3.2783 -0.6401 -6.8859 0.284 -0.253 -1.693
C 3.9346 0.5275 -4.9864 0.896 0.704 0.755
C 3.8430 0.6361 -3.6602 -0.917 -0.572 0.457
H 1.1605 -1.6534 -3.2326 -0.191 -0.046 0.581
H 1.5780 -1.7721 -5.6448 -1.007 -0.754 -0.225
H 4.6724 1.1297 -5.5234 -0.375 -0.253 -0.075
H 4.4362 1.3556 -3.1109 0.009 -0.125 0.201
O 0.2915 -4.1130 -3.3578 -0.004 -0.058 0.306
C 0.1543 -4.2291 -2.1541 -0.576 -0.148 -0.291
C -1.2092 -4.4017 -1.5423 0.117 0.639 0.600
C -1.3794 -4.1705 -0.2312 0.199 0.221 0.322
C -0.2347 -3.8653 0.6958 0.191 -0.401 -1.112
O -0.4182 -3.6122 1.8702 0.396 -0.056 -0.483
C 1.1537 -3.9050 0.0617 -0.488 -0.396 0.231
C 1.3282 -4.1213 -1.2560 -0.336 0.772 1.004
H -2.0626 -4.5118 -2.2078 0.382 -0.242 0.017
H -2.3475 -4.1137 0.2764 0.165 -0.214 -0.443
H 1.9534 -3.8069 0.7918 0.119 0.220 -0.326
H 2.2861 -4.0389 -1.7590 0.041 -0.270 0.187
```
Forces are in eV/Å.

Properties
Largest force on an atom   5.53 eV/A
HOMO energy   -0.369 Eh
Orbital gap   8.26 eV
Structure (SMILES)   C[C@H]1COC(=O)O1.C[C@H]1COC(=O)O1.C[C@H]1COC(=O)O1.C[C@H]1COC(=O)O1.C[C@H]1COC(=O)O1.C[C@H]1COC(=O)O1.C[C@H]1COC(=O)O1.O=C1C=CC(=O)C=C1.O=C1C=CC(=O)C=C1
Energy above the lowest of the compared OMol25 structures with the same formula, charge and spin   97.70 kcal per mole



Molecular formula: C3HCl2F
Method: DFT, ωB97M-V/def2-TZVPD

```
7
Properties=species:S:1:pos:R:3:forces:R:3
C -2.4182 -0.5945 -0.5174 -1.816 -1.769 0.804
C -1.3350 -0.4980 0.0136 -2.060 0.265 -2.217
C -0.0057 -0.1242 0.2892 1.087 0.838 0.678
F 0.1791 -0.4498 1.6009 0.447 1.237 0.231
Cl 1.2499 -0.9809 -0.5560 0.183 -0.268 -0.581
Cl 0.1859 1.7087 -0.1751 -0.080 -1.559 1.024
H -3.4673 -1.0237 -0.6913 2.239 1.256 0.061
```
Forces are in eV/Å.

Properties
Largest force on an atom   3.04 eV/A
HOMO energy   -0.404 Eh
Orbital gap   11.10 eV
Structure (SMILES)   C#CC(F)(Cl)Cl
Energy above the lowest of the compared OMol25 structures with the same formula, charge and spin   14.84 kcal per mole



Q: Among the records above, which one has the highest orbital gap?
A: C3HCl2F



Q: Look up the orbital gap of the first one.
A: 9.80 eV